Entry 1:
{"formula": "C3H3FOS", "method": "the ωB97M-V functional and the def2-TZVPD basis", "elements": ["C", "O", "F", "H", "S", "H", "C", "C", "H"], "xyz": [[0.322, -1.128, -1.819], [-0.357, -1.425, -2.964], [-0.015, 1.438, 2.854], [1.306, -1.606, -1.283], [-0.290, 0.445, -1.086], [-1.040, 1.908, 1.152], [-0.370, 1.136, 1.548], [0.109, 0.092, 0.719], [0.334, -0.860, 0.879]], "mulliken_charge": [0.12, -0.47, -0.22, 0.28, 0.01, 0.26, -0.15, -0.26, 0.42], "de_lowest_ev": 2.9839, "smiles": "O=CS/C=C/F", "total_energy_ha": -689.2724}

Entry 2:
{"formula": "C3H3Cl2F", "method": "the ωB97M-V functional and the def2-TZVPD basis", "elements": ["C", "H", "F", "Cl", "C", "H", "C", "H", "Cl"], "xyz": [[1.448, -0.046, -0.360], [1.677, 0.137, -1.427], [-0.634, 1.018, -1.780], [-1.762, -1.571, 0.258], [-0.884, -0.092, 0.731], [-0.338, -0.529, 1.665], [0.186, 0.157, -0.168], [2.259, -0.449, 0.274], [-1.953, 1.375, 0.807]], "lowdin_spin": [0.28, 0.03, 0.86, 0.02, 0.09, 0.03, 0.63, 0.04, 0.01], "de_lowest_ev": 1.9162, "spin_multiplicity": 3, "total_energy_ha": -1136.0897}